Entry 1:
Density functional theory data (ωB97M-V/def2-TZVPD) for a cluster of 8 separate species, H16O8 in total in a non-equilibrium geometry.

Structure (ORCA input):
```
! RIJCOSX wB97M-V def2-TZVPD def2/J DEFGRID3
* xyz 0 1
O -0.456 -0.170 1.049
H -0.895 -0.563 0.257
H -0.034 -0.938 1.334
O 0.111 -3.001 -4.129
H 0.365 -2.453 -4.959
H 0.259 -2.295 -3.501
O 0.435 -0.651 -2.674
H 1.016 0.139 -2.628
H -0.066 -0.326 -3.374
O 0.720 2.345 -1.956
H 0.817 1.977 -1.074
H 1.451 2.984 -2.048
O 2.975 2.702 0.699
H 3.452 2.880 1.452
H 3.631 2.194 0.215
O -3.416 -3.000 -0.061
H -4.297 -3.244 -0.332
H -3.652 -2.947 0.824
O 0.117 1.699 2.023
H -0.669 1.272 2.423
H 0.782 1.751 2.726
O -0.960 0.069 4.239
H -1.281 -0.829 4.591
H -0.406 0.405 4.905
*
```

Computed properties:
SMILES = O.O.O.O.O.O.O.O
E = -611.4360 Ha

---

Entry 2:
Density functional theory data (ωB97M-V/def2-TZVPD) for a cluster of 8 separate species, H16O8 in total in a non-equilibrium geometry.

Structure (ORCA input):
```
! RIJCOSX wB97M-V def2-TZVPD def2/J DEFGRID3
* xyz 0 1
O 0.902 1.385 1.605
H 1.612 0.734 1.410
H 0.167 0.860 1.988
O 2.294 -0.722 0.465
H 1.962 -0.438 -0.431
H 3.261 -0.854 0.398
O -0.045 2.248 -0.696
H 0.366 2.064 0.208
H -0.140 3.230 -0.754
O 1.396 0.190 -1.825
H 1.019 1.073 -1.632
H 0.595 -0.333 -2.008
O -0.029 -2.177 0.716
H 0.898 -1.864 0.700
H -0.262 -2.193 -0.243
O -2.292 0.582 -0.427
H -1.652 1.303 -0.552
H -2.204 0.355 0.541
O -1.322 -0.228 1.912
H -0.855 -1.009 1.504
H -1.855 -0.604 2.630
O -0.911 -1.320 -1.717
H -1.517 -0.652 -1.303
H -1.390 -1.629 -2.490
*
```

Computed properties:
SMILES = O.O.O.O.O.O.O.O
E = -611.5797 Ha

---

Entry 3:
Density functional theory data (ωB97M-V/def2-TZVPD) for a cluster of 8 separate species, H16O8 in total.

Structure (ORCA input):
```
! RIJCOSX wB97M-V def2-TZVPD def2/J DEFGRID3
* xyz 0 1
O 11.716 19.910 -22.489
H 11.452 20.832 -22.439
H 11.000 19.417 -22.061
O 7.796 21.219 -21.256
H 8.528 20.580 -21.273
H 8.229 22.067 -21.397
O 12.356 18.696 -14.915
H 12.310 18.292 -14.045
H 11.474 19.061 -15.072
O 12.120 17.135 -19.208
H 11.470 17.838 -19.077
H 12.137 16.661 -18.373
O 10.095 19.124 -18.471
H 10.340 19.356 -17.569
H 9.315 19.661 -18.656
O 9.253 18.759 -21.734
H 8.668 18.656 -22.493
H 8.759 18.416 -20.982
O 9.654 19.703 -14.866
H 9.738 20.002 -13.955
H 9.057 20.337 -15.278
O 7.456 20.392 -18.473
H 7.001 20.692 -19.272
H 7.273 19.448 -18.413
*
```

Computed properties:
SMILES = O.O.O.O.O.O.O.O
E = -611.5082 Ha

---

Entry 4:
Density functional theory data (ωB97M-V/def2-TZVPD) for a cluster of 8 separate species, H16O8 in total in a non-equilibrium geometry.

Structure (ORCA input):
```
! RIJCOSX wB97M-V def2-TZVPD def2/J DEFGRID3
* xyz 0 1
O -2.527 -0.982 -1.639
H -2.384 -0.290 -1.058
H -3.182 -0.687 -2.276
O -0.805 -2.699 0.534
H -0.515 -1.865 0.225
H -1.610 -2.396 0.944
O 0.298 -0.247 0.128
H 1.149 0.239 0.265
H -0.423 0.133 0.577
O -2.103 2.721 2.338
H -2.254 2.223 1.531
H -2.115 2.100 3.056
O 2.583 0.997 0.926
H 2.175 0.933 1.811
H 3.360 0.444 0.990
O -2.181 1.231 -0.021
H -3.022 1.575 -0.306
H -1.674 1.674 -0.703
O 1.080 -0.033 -2.578
H 0.629 -0.032 -1.739
H 1.960 0.297 -2.417
O 4.027 -1.413 -0.131
H 3.082 -1.676 -0.184
H 4.457 -2.250 -0.277
*
```

Computed properties:
SMILES = O.O.O.O.O.O.O.O
E = -611.4901 Ha

---

Entry 5:
Density functional theory data (ωB97M-V/def2-TZVPD) for a cluster of 8 separate species, H16O8 in total in a non-equilibrium geometry.

Structure (ORCA input):
```
! RIJCOSX wB97M-V def2-TZVPD def2/J DEFGRID3
* xyz 0 1
O 0.027 -0.435 -2.081
H -0.400 -1.134 -1.563
H 0.951 -0.425 -1.703
O -1.336 -1.850 -0.421
H -1.632 -1.129 0.194
H -2.075 -2.106 -0.970
O -1.159 1.630 -1.017
H -0.811 0.868 -1.630
H -2.029 1.828 -1.178
O -2.516 0.110 0.782
H -2.015 0.699 0.172
H -1.915 0.312 1.557
O 1.242 -1.737 1.169
H 0.521 -2.195 0.625
H 0.695 -1.043 1.670
O 1.263 2.098 0.339
H 0.554 2.220 -0.297
H 1.905 1.666 -0.305
O 2.514 -0.252 -0.670
H 2.032 -0.658 0.141
H 3.233 -0.899 -0.853
O -0.030 0.476 1.946
H 0.451 0.846 1.133
H 0.495 0.824 2.635
*
```

Computed properties:
SMILES = O.O.O.O.O.O.O.O
E = -611.5380 Ha

---

Entry 6:
Density functional theory data (ωB97M-V/def2-TZVPD) for a structure of composition H16O8 in a non-equilibrium geometry.

Structure (ORCA input):
```
! RIJCOSX wB97M-V def2-TZVPD def2/J DEFGRID3
* xyz 0 1
O 0.080 -0.001 0.340
H -0.303 0.728 0.828
H 0.651 0.415 -0.306
O 1.512 -2.061 -0.441
H 0.934 -1.686 0.223
H 2.231 -2.448 0.058
O -2.594 1.173 1.071
H -2.044 0.779 1.748
H -2.607 0.526 0.366
O -0.871 2.705 1.480
H -0.525 2.224 2.232
H -1.435 2.074 1.031
O -0.051 0.206 -2.774
H 0.207 0.757 -2.035
H 0.373 -0.636 -2.605
O 1.131 0.725 -1.217
H 1.984 0.300 -1.309
H 1.301 1.648 -1.403
O -1.120 -1.376 -0.436
H -0.498 -1.813 -1.018
H -0.821 -0.467 -0.404
O 0.634 -1.589 1.440
H 0.496 -0.723 1.056
H 1.338 -1.460 2.075
*
```

Computed properties:
E = -611.1123 Ha

---

| no. | Kohn-Sham gap (eV) |
| --- | --- |
| 1 | 10.00 |
| 2 | 11.74 |
| 3 | 10.45 |
| 4 | 10.51 |
| 5 | 11.83 |
| 6 | 9.02 |